# C3H8O2

A molecular structure, C3H8O2 (ωB97M-V/def2-TZVPD, OMol25).

- HOMO-LUMO gap: 10.15 eV
- HOMO: -9.6824 eV
- LUMO: 0.47 eV
- E: -269.42703 hartree

The geometry in XYZ format:
```
13
Properties=species:S:1:pos:R:3:lowdin_charge:R:1
C 1.086 -0.107 -1.115 -0.0447
C 0.094 0.523 -0.162 -0.4445
O -0.925 1.151 -0.897 -0.0159
C -0.662 -0.490 0.707 -0.3723
O -1.677 0.007 1.404 -0.1627
H 0.570 -0.808 -1.780 0.0884
H 1.870 -0.642 -0.566 0.0837
H 1.559 0.660 -1.733 0.0859
H 0.600 1.233 0.515 0.1500
H -1.638 1.305 -0.250 0.0950
H -0.765 -1.498 0.263 0.1452
H 0.355 -0.841 1.635 0.2002
H -0.468 -0.493 1.978 0.1917
```